1.
C5H14N | ωB97M-V/def2-TZVPD

Multiplicity = 2
Total energy = -252.8009 a.u.
Total charge = +2
ΔE to the lowest compared entry with this formula, charge and spin = 2.987 eV
HOMO-LUMO gap (spin up / spin down) = 0.436 / 0.227 Eh

Atoms and positions in Å:
C: 1.02 1.31 -0.86
C: -0.49 1.18 -0.57
C: -1.14 -0.15 -0.98
C: -0.83 1.41 0.90
H: 1.29 2.37 -1.04
H: 1.66 1.09 -0.02
H: 1.39 0.71 -1.71
H: -0.97 2.02 -1.15
H: -2.16 -0.04 -1.29
H: -1.21 -0.76 -0.08
H: -0.51 -0.73 -1.73
H: -0.42 2.35 1.19
H: -1.91 1.24 1.09
H: -0.35 0.67 1.60
C: 0.70 -2.75 0.69
N: 0.99 -1.51 0.86
H: 0.73 -3.42 1.54
H: 0.50 -3.03 -0.35
H: 0.83 -0.80 0.12
H: 0.87 -1.15 1.79



2.
C5H14N2 | ωB97M-V/def2-TZVPD

Multiplicity = 2
Total energy = -308.3325 a.u.
Total charge = -1
ΔE to the lowest compared entry with this formula, charge and spin = 0.830 eV
HOMO-LUMO gap (spin up / spin down) = 0.093 / 0.327 Eh

Atoms and positions in Å:
N: -1.98 0.92 -1.47
C: -0.63 0.84 -0.94
C: -0.20 2.09 -0.15
C: -0.58 -0.36 0.03
N: 0.79 -0.82 0.23
C: 1.05 -2.19 -0.18
C: 1.29 -0.59 1.61
H: -2.62 1.11 -0.72
H: -2.14 1.64 -2.17
H: 0.08 0.63 -1.72
H: 0.84 1.97 0.16
H: -0.25 3.01 -0.74
H: -0.85 2.24 0.72
H: -1.08 -0.20 0.98
H: -1.16 -1.14 -0.47
H: 1.12 -2.26 -1.28
H: 0.22 -2.86 0.11
H: 2.00 -2.51 0.23
H: 0.92 0.39 1.91
H: 0.80 -1.31 2.28
H: 2.37 -0.60 1.57



3.
C5H14N2 | ωB97M-V/def2-TZVPD

Total energy = -308.2828 a.u.
ΔE to the lowest compared entry with this formula, charge and spin = 3.815 eV
HOMO-LUMO gap = 0.223 Eh

Atoms and positions in Å:
C: 0.94 0.40 0.37
C: 2.21 -0.05 -0.34
N: 0.71 1.79 0.21
H: 0.95 2.10 -0.72
H: -0.28 2.06 0.36
H: 0.97 0.14 1.43
H: -1.28 0.29 1.53
H: 3.03 0.59 0.00
H: 2.49 -1.08 -0.12
H: 2.11 0.07 -1.42
C: -0.13 -1.93 0.17
N: -0.29 -0.48 -0.12
C: -1.60 0.10 0.49
C: -2.09 1.27 -0.29
H: -0.41 -0.33 -1.13
H: -2.31 -0.75 0.56
H: -0.08 -2.06 1.25
H: -1.00 -2.46 -0.22
H: 0.77 -2.32 -0.29
H: -1.56 1.43 -1.24
H: -3.16 1.22 -0.48



4.
C5H14N2 | ωB97M-V/def2-TZVPD

Total energy = -308.3663 a.u.
ΔE to the lowest compared entry with this formula, charge and spin = 1.546 eV
HOMO-LUMO gap = 0.322 Eh

Atoms and positions in Å:
C: -2.09 1.30 0.59
C: -0.61 0.92 0.26
N: 0.39 1.50 1.11
C: -0.56 -0.64 0.17
N: 0.60 -1.27 -0.40
C: 1.85 -1.11 0.31
C: 0.71 -1.19 -1.88
H: -2.52 0.59 1.29
H: -2.04 2.35 0.91
H: -2.74 1.28 -0.29
H: -0.54 1.43 -0.71
H: 0.20 1.50 2.09
H: 0.93 2.24 0.73
H: -0.79 -1.00 1.18
H: -1.43 -0.99 -0.40
H: 1.53 -1.06 1.37
H: 2.45 -2.04 0.29
H: 2.44 -0.22 0.09
H: 0.64 -0.19 -2.34
H: -0.10 -1.87 -2.13
H: 1.67 -1.54 -2.26



5.
C5H14N2 | ωB97M-V/def2-TZVPD

Total energy = -308.3872 a.u.
ΔE to the lowest compared entry with this formula, charge and spin = 0.977 eV
HOMO-LUMO gap = 0.338 Eh

Atoms and positions in Å:
C: -1.37 2.71 -0.10
C: -0.12 1.86 -0.33
C: -0.28 0.37 -0.15
N: -0.64 0.06 1.24
C: 1.00 -0.38 -0.53
N: 0.88 -1.80 -0.68
C: 0.63 -2.71 0.40
H: -1.99 2.79 -0.99
H: -1.12 3.64 0.40
H: -2.02 2.20 0.63
H: 0.73 2.19 0.28
H: 0.17 2.03 -1.37
H: -1.11 0.06 -0.80
H: -0.10 -0.66 1.69
H: -1.60 -0.24 1.33
H: 1.69 -0.15 0.28
H: 1.40 0.05 -1.44
H: 0.62 -2.12 -1.59
H: -0.43 -2.76 0.65
H: 1.21 -2.37 1.24
H: 0.94 -3.69 0.14



6.
C5H14N2 | ωB97M-V/def2-TZVPD

Total energy = -308.1955 a.u.
ΔE to the lowest compared entry with this formula, charge and spin = 6.193 eV
HOMO-LUMO gap = 0.291 Eh

Atoms and positions in Å:
C: 2.91 0.74 -0.36
C: 1.94 -0.29 -1.00
N: 1.37 -1.20 0.07
C: 0.37 -0.44 0.97
C: -1.10 -0.52 0.51
N: -1.18 -0.29 -1.00
C: -2.35 0.22 -0.79
H: 3.71 1.02 -1.03
H: 2.36 1.62 -0.03
H: 3.33 0.29 0.55
H: 1.26 0.12 -1.73
H: 2.61 -1.01 -1.49
H: 0.73 0.58 1.04
H: 0.57 -0.94 1.93
H: -4.52 1.07 1.10
H: -1.65 0.04 1.29
H: -1.39 -1.57 0.69
H: 0.66 -1.63 -0.54
H: -2.46 1.31 -0.61
H: -3.81 1.11 1.20
H: -3.36 -0.23 -0.76



7.
C5H14N2 | ωB97M-V/def2-TZVPD

Total energy = -308.4040 a.u.
ΔE to the lowest compared entry with this formula, charge and spin = 0.519 eV
HOMO-LUMO gap = 0.375 Eh

Atoms and positions in Å:
C: -0.22 -2.16 0.83
C: -0.34 -1.25 -0.40
N: -0.14 -2.08 -1.63
C: 0.66 -0.09 -0.39
C: 0.63 0.79 0.88
C: 0.40 2.26 0.60
N: -0.94 2.60 0.16
H: 0.82 -2.42 1.02
H: -0.72 -1.74 1.69
H: -0.75 -3.08 0.59
H: -1.35 -0.83 -0.44
H: 0.65 -1.70 -2.15
H: -0.93 -1.93 -2.24
H: 1.66 -0.53 -0.51
H: 0.44 0.56 -1.24
H: 1.55 0.65 1.46
H: -0.16 0.42 1.53
H: 0.63 2.83 1.50
H: 1.06 2.63 -0.18
H: -1.10 2.34 -0.80
H: -1.67 2.20 0.74



8.
C5H14N2 | ωB97M-V/def2-TZVPD

Multiplicity = 2
Total energy = -308.0462 a.u.
Total charge = +1
ΔE to the lowest compared entry with this formula, charge and spin = 2.045 eV
HOMO-LUMO gap (spin up / spin down) = 0.396 / 0.204 Eh

Atoms and positions in Å:
C: 1.60 0.56 -0.71
N: 0.80 0.41 0.58
C: 1.56 0.99 1.68
C: 0.40 -0.98 0.84
C: -0.74 -1.07 -0.23
N: -1.61 0.07 -0.30
C: -2.62 0.05 -1.32
H: 1.16 0.07 -1.60
H: 1.91 1.60 -0.71
H: 2.55 0.08 -0.62
H: 2.55 0.59 1.78
H: 1.03 0.97 2.62
H: 1.93 2.10 1.47
H: 0.02 -1.18 1.84
H: 1.10 -1.79 0.52
H: -0.33 -1.41 -1.21
H: -1.47 -1.90 0.00
H: -1.06 0.85 -0.13
H: -2.31 0.42 -2.29
H: -3.47 0.56 -0.87
H: -3.01 -1.01 -1.34